The following is a DFT calculation (ωB97M-V/def2-TZVPD) of a structure of composition C26H34As2N4O2PdS.

```
70
Properties=species:S:1:pos:R:3:nbo_charge:R:1
Pd -0.5233 -0.0270 0.0793 0.83
C -1.9328 -0.7034 5.0216 -0.94
As -1.3424 -0.1865 3.2239 0.84
C -1.8742 1.6934 3.2728 -0.94
C 0.5875 0.0377 3.6082 -0.20
C 0.9748 0.7929 4.7087 -0.24
C 2.3135 1.0089 5.0061 -0.20
C 3.2931 0.4571 4.1965 -0.20
C 2.9249 -0.3058 3.0973 -0.21
C 1.5852 -0.5253 2.7992 -0.39
As 1.1206 -1.4686 1.1638 1.08
C 2.7818 -1.7480 0.2232 -0.96
C 0.6304 -3.2586 1.7398 -0.95
H -1.6187 0.0204 5.7723 0.22
H -1.5186 -1.6798 5.2682 0.23
H -3.0202 -0.7706 5.0246 0.23
H -1.3894 2.2239 4.0917 0.22
H -2.9555 1.7426 3.4026 0.23
H -1.5956 2.1594 2.3290 0.25
H 0.2237 1.2415 5.3483 0.20
H 2.5860 1.6142 5.8612 0.22
H 4.3409 0.6229 4.4111 0.22
H 3.7001 -0.7193 2.4652 0.21
H 3.1844 -0.7735 -0.0492 0.26
H 2.5324 -2.2853 -0.6917 0.27
H 3.4997 -2.3127 0.8159 0.22
H 1.3704 -3.6517 2.4359 0.23
H 0.5666 -3.9002 0.8619 0.24
H -0.3435 -3.2123 2.2252 0.24
N -2.6443 -1.6369 -8.2635 -0.79
C -2.0239 -1.4878 -7.0283 0.19
C -1.4270 -2.5816 -6.3989 -0.27
C -0.7708 -2.4242 -5.1927 -0.16
C -0.6955 -1.1699 -4.6094 -0.32
C -1.2762 -0.0701 -5.2276 -0.16
C -1.9397 -0.2284 -6.4282 -0.28
S 0.1448 -0.9458 -3.0841 2.32
O 0.8219 -2.1832 -2.7638 -0.98
O 0.9112 0.2620 -3.1639 -0.94
N -1.0222 -0.6589 -1.9723 -0.92
C -1.8470 -1.6725 -1.5759 0.56
N -2.3313 -2.6205 -2.3779 -0.48
C -3.1595 -3.4910 -1.8178 0.11
C -3.5241 -3.4577 -0.4799 -0.36
C -2.9480 -2.4586 0.2855 0.11
N -2.1169 -1.5833 -0.2543 -0.55
H -2.9649 -2.5667 -8.4783 0.38
H -3.3232 -0.9307 -8.4956 0.38
H -1.4791 -3.5593 -6.8635 0.21
H -0.3174 -3.2669 -4.6908 0.24
H -1.1987 0.9061 -4.7668 0.24
H -2.3887 0.6280 -6.9171 0.21
H -3.5508 -4.2634 -2.4727 0.20
H -4.2083 -4.1795 -0.0603 0.23
H -3.1294 -2.3528 1.3500 0.21
C 0.9353 5.1158 0.3739 -0.58
C 1.7889 3.9515 0.8923 -0.18
C 1.9793 4.0890 2.4101 -0.58
C 3.1574 3.9674 0.2001 -0.58
C 1.1117 2.6765 0.6103 0.00
C 0.5941 1.6057 0.3632 -0.50
H 1.4262 6.0673 0.5921 0.20
H -0.0466 5.1139 0.8490 0.21
H 0.7920 5.0360 -0.7039 0.22
H 2.5032 5.0199 2.6415 0.20
H 2.5597 3.2516 2.8005 0.21
H 1.0135 4.0979 2.9188 0.21
H 3.6633 4.9169 0.3912 0.20
H 3.0444 3.8409 -0.8767 0.22
H 3.7848 3.1569 0.5735 0.21
```

Spin multiplicity: 3
E_tot: -6378.14879 Eh
HOMO-LUMO gap (spin up / spin down): 7.85 / 6.64 eV
LUMO (spin up / spin down): 0.6 / -1.3 eV